(1)
DFT (wB97M-V/def2-TZVPD) results for a cluster of 15 separate species, C68H170O38P4 in total at a distorted geometry.

Results
HOMO energy = -8.8 eV
DFT total energy = -188226.4138 eV
gap between HOMO and LUMO = 9.2 eV

```
! wB97M-V def2-TZVPD RIJCOSX def2/J DEFGRID3
* xyz 0 1
H -5.739 -7.540 -1.352
H 5.949 -3.737 1.934
C -0.200 -0.641 -6.484
H 3.542 5.245 -4.274
O 0.434 -1.877 0.559
C -0.565 8.645 -3.726
H -5.891 -6.007 -3.470
C -3.071 1.568 -1.657
H 6.524 -3.087 4.954
H 5.065 3.565 1.662
O 2.400 4.045 0.845
O 0.054 0.106 -5.318
C -4.107 -1.552 -6.465
H -0.469 5.506 5.543
H 5.269 0.385 0.820
C -6.326 -3.736 1.318
C 0.332 -0.458 3.505
C 3.856 5.305 -3.232
H 5.986 -0.660 4.555
C 3.795 -0.554 -4.528
H -3.684 -3.439 0.554
H 2.506 1.978 -1.918
H 2.749 -0.366 -4.283
C 6.801 -3.625 -5.273
H 0.124 -1.856 9.846
H -2.464 2.464 -1.527
H 1.178 3.947 6.493
C 3.698 -4.325 -2.679
H 4.151 -0.493 -7.982
C 5.665 -3.691 2.986
H -0.750 8.580 -2.654
C -0.168 5.836 -2.867
C 5.506 4.772 -1.653
C -4.716 4.262 -6.092
H 0.902 2.574 -1.465
H -3.133 0.465 3.450
O -7.562 -3.160 1.720
P -0.249 -0.572 0.370
H 0.818 4.623 2.106
O 6.024 -0.081 -3.727
C 6.778 -3.132 3.895
H -5.173 4.280 -8.198
H -2.427 -3.561 -2.754
H 0.045 -0.343 4.550
C 0.233 -2.953 -3.300
H 4.141 -0.027 -5.417
H -1.677 -7.480 1.510
H -0.683 1.601 10.510
H -0.477 0.032 -7.296
C -3.129 -2.590 0.953
H -3.901 1.526 2.431
C -0.072 0.765 10.172
H -2.577 6.205 -4.287
H -10.232 -3.318 2.317
C -1.830 -4.048 -3.526
C 3.685 -2.806 1.974
O -5.938 -5.465 -1.524
H -5.102 2.433 -1.836
H 2.273 -2.199 -2.902
H -1.995 -3.704 -4.547
H 5.380 3.886 6.767
H -2.078 -2.104 8.381
H -3.092 -4.127 3.800
H -8.699 -4.707 1.108
H 3.085 -1.756 -8.652
H 2.379 2.169 1.797
H 1.725 -0.409 -1.459
C 9.190 -0.567 -3.036
H 4.319 -3.491 -3.007
O -1.869 5.141 4.090
H -0.564 2.759 4.647
O 7.335 -1.896 3.467
H 5.739 -0.859 2.808
H -4.426 -4.597 4.779
H 4.555 -0.551 -2.362
H 2.046 -1.078 6.333
P 3.405 1.843 5.845
P -4.988 1.922 -4.976
C 1.591 1.734 -1.378
H -6.610 4.006 -7.303
H -3.811 -2.097 1.645
H 4.730 4.362 -1.006
O -0.228 0.056 -1.116
P 6.817 -1.481 -3.743
H 5.577 0.913 -0.898
H 2.831 3.634 2.795
C -1.948 -6.552 3.371
H 0.775 -1.983 -7.842
H -1.325 -7.305 3.852
C -6.440 -5.342 -2.802
O 6.376 -2.257 -5.082
C -2.465 5.560 -3.416
C -3.758 -4.966 4.001
H -4.778 -2.116 -1.658
H -0.960 1.176 2.890
H 0.998 5.450 0.543
C 0.370 6.515 -4.172
C 3.817 5.259 7.751
C -4.427 1.787 -2.396
H -0.011 0.253 11.133
H 1.093 2.433 7.236
C -4.824 -2.097 -2.747
H -8.429 -3.422 -0.132
O 4.548 -2.808 3.119
O 8.372 -1.042 -4.037
H 1.549 -3.252 -1.638
C 3.795 6.801 -2.795
H -3.445 -1.917 -5.679
C 1.065 2.891 6.247
H 1.874 1.744 -0.326
H 4.228 -2.806 1.029
H -2.233 4.565 -3.797
C 1.065 4.489 1.053
H 1.289 5.991 -4.434
C -2.501 -7.282 2.196
H -4.365 -5.000 3.096
H 3.074 4.704 -2.768
C 1.082 -1.404 -6.971
H -0.704 1.515 -4.002
H -7.279 -6.765 -0.696
H -1.403 6.919 4.872
H -1.471 8.452 -4.301
H -2.313 -3.035 1.523
H -5.473 -3.477 1.946
C -1.074 -2.005 7.968
H 4.802 -3.925 -5.935
H -9.972 -1.968 1.330
H 3.224 -0.697 5.071
H 3.690 -4.412 -1.593
H 10.769 0.486 -4.254
H 7.044 0.116 3.332
H -5.694 -1.513 -3.048
O 4.431 1.791 4.781
C 1.025 0.363 -1.780
H -3.184 1.342 -0.597
C -9.953 -3.058 1.296
C 4.008 -1.863 6.746
H 0.108 4.785 -2.952
O 4.515 2.130 0.252
C -6.211 -6.672 -0.892
H -2.062 -2.017 -0.827
C -3.718 1.383 3.495
H -6.445 -4.817 1.255
H 3.894 -1.912 7.829
H -1.333 -2.784 5.160
O -2.961 -6.071 4.364
H 3.427 8.060 0.157
O 5.164 4.825 -3.025
O 3.298 0.433 6.724
H -5.181 4.590 -5.162
O 2.207 -0.497 -7.234
H 2.760 5.438 7.556
H 0.266 3.863 0.654
H 2.491 8.720 -1.306
H 8.680 0.271 -2.562
H -3.767 4.796 -6.152
H 5.466 -4.722 3.277
H 2.979 -3.613 2.169
C -1.779 -1.942 5.690
C -0.888 5.983 4.656
C -0.104 -1.301 8.936
C -8.603 -3.637 0.922
C 5.810 -4.175 -6.266
H 11.215 0.184 -2.662
H 11.165 -1.206 -3.758
H 4.204 8.801 -1.226
H -6.520 -3.843 -4.376
H -1.993 -1.130 4.995
H -5.850 -0.899 -5.263
O 3.355 6.884 -1.414
C -3.848 3.671 4.134
H -5.752 -0.036 -6.719
H -12.038 -1.967 0.175
C -5.656 4.531 -7.254
O -3.190 -8.500 2.523
H 4.995 -1.525 6.429
H -1.855 0.183 -4.499
C 5.516 1.208 0.149
H 4.783 7.258 -2.860
O 0.567 7.930 -4.138
C 4.689 -0.022 -3.306
H 0.362 -2.700 -4.352
H -5.784 -6.685 0.111
H -0.798 -3.050 7.830
H 5.985 -5.250 -6.315
C 2.908 3.121 1.836
C -0.370 2.542 5.697
H -2.648 0.658 -2.081
H -0.200 -1.330 3.126
H -4.667 3.388 4.794
C -6.302 -3.871 -3.308
H -12.920 -3.549 0.021
H -3.457 -0.862 -0.398
H -1.096 -1.261 -6.516
H -3.739 5.647 5.006
C 3.359 8.182 -0.924
H 1.397 -0.671 3.607
H -2.052 -9.253 4.170
H -7.497 -5.605 -2.855
O -1.842 -0.578 0.609
H 3.821 -1.919 -7.065
H 0.441 6.271 -2.075
H 5.729 5.795 -1.351
H -4.521 -2.412 -6.992
H 6.502 1.569 0.441
O 0.264 0.696 1.252
H 0.826 0.315 -2.851
H 3.926 4.874 8.765
O 6.621 -2.392 -2.567
O -3.053 2.431 4.141
H 6.310 4.084 -1.391
C 10.666 -0.277 -3.482
H -5.985 -3.451 0.322
C -3.077 4.785 4.922
C 3.089 -0.823 6.145
H -1.285 -5.739 3.073
C -12.181 -2.971 0.575
H 7.642 -3.789 3.794
O -0.498 -4.149 -3.133
O 3.624 2.963 7.072
C -5.117 -0.483 -5.954
C 4.359 2.748 1.517
H -3.904 -1.669 -3.146
H -3.400 5.566 -2.855
C -2.674 -1.541 -0.061
C -1.038 0.843 -4.792
H -3.121 -10.340 3.294
H -0.507 9.723 -3.877
H 3.024 7.276 -3.402
O -4.361 2.881 -6.080
O -0.730 -0.062 9.244
H 1.377 -2.015 -6.118
C 0.049 0.825 2.673
O -0.949 -1.344 6.744
H 4.647 2.031 2.287
H -4.908 0.810 -2.439
O -4.221 2.406 -3.653
C 1.656 -3.077 -2.708
H 4.482 1.035 -3.137
H 3.080 -1.901 2.023
H -1.567 -9.941 2.611
H 0.870 -1.086 8.497
H -0.658 1.491 5.723
H 4.113 -5.254 -3.070
H -1.364 1.451 -5.636
H -2.701 4.382 5.863
H -2.086 -5.107 -3.538
H 7.833 -3.720 -5.611
O -6.462 1.968 -5.027
H -0.273 -2.128 -2.798
H -2.763 -2.250 6.042
O 2.396 -4.233 -3.188
O -1.535 5.948 -2.453
H 0.704 1.635 2.994
H -4.121 3.928 3.110
H -12.497 -3.009 1.618
H -4.700 1.228 3.941
H -0.061 6.301 4.021
C 3.361 -1.208 -7.751
H 3.947 -1.627 -4.645
H 9.254 -1.285 -2.219
H -7.044 -3.234 -2.827
H 5.905 -3.716 -7.250
O -4.992 -3.421 -3.226
H -1.099 3.129 6.257
C -2.404 -9.528 3.175
H 4.268 6.238 7.590
H -0.343 6.272 -4.960
O -10.906 -3.557 0.402
H 6.788 -4.184 -4.337
C 4.327 4.159 6.838
H 0.808 1.286 9.795
O 1.934 2.260 5.380
H -3.384 -1.099 -7.143
H 3.734 -2.862 6.408
H 4.139 4.375 5.787
O -4.289 0.496 -5.309
H -5.889 5.594 -7.317
C 6.488 -0.783 3.596
H -3.229 -6.669 1.664
*
```

Atomic partial charges in e from the Mulliken method, atoms 1 to 2: 0.2856 0.3399

---

(2)
DFT (wB97M-V/def2-TZVPD) results for a structure of composition C68H58N10O6S5W at a distorted geometry.

Results
HOMO energy (alpha / beta) = -7.3 / -7.3 eV
DFT total energy = -154647.4288 eV
gap between HOMO and LUMO (alpha / beta) = 6.0 / 6.0 eV

```
! wB97M-V def2-TZVPD RIJCOSX def2/J DEFGRID3
* xyz 0 1
C 3.759 -1.560 2.277
H 1.744 -5.242 -1.542
C 9.302 -0.941 3.418
C 4.347 -3.318 -4.004
C 0.790 -5.963 0.220
N 5.607 -0.934 3.285
H -0.825 1.671 -2.381
S 3.849 2.710 2.163
C -1.889 1.723 -2.571
H -2.334 -1.696 1.563
H 2.891 1.129 -5.312
H 7.753 -2.333 3.965
N -1.022 1.802 1.304
H 6.410 1.408 2.410
H -0.785 -2.322 -5.451
H 3.196 -1.362 -1.498
H 1.166 -4.425 -3.685
C -2.449 3.703 1.233
H -4.567 1.971 1.695
C -3.309 -4.072 -3.809
C -0.063 -5.682 1.278
H -6.816 2.050 0.681
H -4.180 -3.497 -3.501
H 10.107 -1.606 3.698
H 1.320 0.488 -4.842
H 1.268 -6.931 0.149
C 6.968 -0.498 3.197
C 7.232 0.762 2.692
H 2.195 3.186 0.469
C 2.055 0.966 2.634
C -0.874 6.647 3.085
H -1.203 -4.034 -5.667
C 2.201 2.000 -2.745
C -2.077 2.358 1.961
N 4.503 0.848 -0.333
C -1.580 -3.060 -5.354
C 0.763 -2.646 -1.680
C 7.989 -1.358 3.562
H -5.890 -3.115 1.326
C 3.195 -2.130 -2.254
C 2.699 2.271 0.782
C -3.865 3.712 0.669
C -2.416 2.834 -3.212
C 1.713 2.472 -4.080
H -3.732 -2.660 3.332
C -3.776 2.906 -3.482
C -1.392 -1.282 -2.700
N 4.920 -1.029 2.098
C 8.550 1.171 2.546
C -3.242 -2.713 -0.754
O -1.115 -0.064 -0.536
H -4.712 -0.102 -2.261
H -3.114 -4.838 -3.061
H -5.643 -0.645 1.450
C -2.222 4.854 2.205
O -2.456 -1.835 -3.467
C 1.078 0.012 3.097
C 3.093 1.551 3.240
C -0.384 -3.481 0.387
C -3.993 -0.602 0.091
C 0.462 -3.747 -0.673
C 3.300 1.609 -0.479
N -1.468 3.678 0.153
C -5.487 4.813 -0.742
H -0.881 -1.560 6.346
C -2.074 -0.559 -1.494
H -3.881 0.471 0.152
H -4.308 -4.431 -0.050
H -0.307 5.416 1.424
S 2.595 -1.879 1.031
H -0.254 -6.426 2.040
C 4.335 -2.345 -3.019
C -4.814 2.750 0.988
H -1.497 4.248 -0.674
C 1.054 -5.003 -0.747
H 1.331 -0.156 5.157
C 1.846 1.391 -5.151
H -4.193 3.779 -3.966
C -2.008 -1.672 2.586
N 1.769 1.307 1.333
H -1.760 3.644 -3.509
C -0.425 -1.053 4.296
W 0.637 0.048 0.125
H 3.192 -4.824 -5.012
C -5.113 -2.615 0.762
C -1.066 5.621 2.167
C -0.728 2.561 0.261
C -6.426 3.836 -0.435
C -4.230 -3.351 -0.012
C 2.060 -3.848 -3.482
O -1.091 -3.582 -3.026
C -4.592 1.840 -3.140
H 5.205 1.351 0.199
C -0.655 -4.430 1.356
C -2.713 0.673 -2.173
H -2.394 -2.767 -6.016
C -4.984 -1.232 0.822
H -4.074 4.506 3.226
H -3.500 5.531 -0.417
C -2.385 -2.182 4.935
H 10.612 0.637 2.788
H -3.029 -2.609 5.692
O -2.644 1.950 2.948
H 8.765 2.154 2.151
O 0.201 2.202 -0.525
H -2.554 -3.306 -1.336
S 5.594 -1.361 5.965
H -0.847 -2.506 0.468
N 0.205 -0.435 2.210
N 1.721 0.970 -2.176
H 0.665 2.760 -3.968
C 9.585 0.320 2.908
N 2.243 0.694 -0.940
H -5.649 1.870 -3.370
H 1.425 1.733 -6.097
O 0.871 -1.401 -1.000
H -0.931 -0.462 -3.258
H 5.210 -1.736 -2.837
C -3.126 -1.332 -0.723
H 0.031 7.238 3.044
H 5.237 -3.487 -4.595
C -4.063 0.727 -2.499
H -1.685 7.707 4.763
C -1.196 -1.599 5.312
H -3.530 -4.562 -4.756
C -2.986 6.133 4.097
C -4.219 4.751 -0.190
H 3.453 1.399 4.244
C -6.087 2.811 0.431
H 4.309 -0.021 0.158
C -1.834 6.907 4.050
H -1.318 -4.185 2.176
C -0.338 -2.415 -2.754
C -3.179 5.113 3.181
S 3.487 -2.054 3.932
C 2.054 -2.888 -2.468
S 3.463 2.832 -1.858
C -2.106 -3.147 -3.929
N 0.759 -0.331 4.348
C 5.017 -1.399 4.416
C -2.785 -2.210 3.592
H -3.738 6.325 4.851
H 0.225 -2.152 -3.653
H -7.419 3.884 -0.862
C 3.200 -4.068 -4.237
H -5.745 5.627 -1.406
H 2.266 3.368 -4.366
C -0.803 -1.087 2.946
*
```

Atomic partial charges in e from the Mulliken method, atoms 1 to 2: 0.1074 0.6005